The following is a DFT calculation (ωB97M-V with the def2-TZVPD basis set) of one molecule with the formula C23H27N3O3S.

Last column: Löwdin charge in e.
Atoms and positions in Å:
C  -5.417  2.006  0.555  -0.13
N  -4.265  1.482  -0.135  -0.05
C  -4.175  0.174  -0.442  -0.82
S  -5.418  -0.883  -0.128  0.68
N  -3.034  -0.245  -1.060  -0.11
C  -2.796  -1.664  -1.228  -0.19
C  -2.515  -2.386  0.101  -0.15
C  -1.364  -1.788  0.853  -0.22
C  -1.568  -0.712  1.708  -0.04
C  -0.508  -0.166  2.408  -0.08
C  0.763  -0.694  2.272  -0.06
C  0.989  -1.770  1.426  -0.28
C  2.354  -2.382  1.316  -0.04
C  -0.081  -2.298  0.716  -0.01
C  -2.193  0.662  -1.820  -0.09
C  -0.843  0.888  -1.193  -0.10
C  0.262  0.212  -1.590  0.05
C  1.534  0.432  -0.996  -0.15
C  2.694  -0.249  -1.386  0.04
C  3.915  -0.019  -0.789  -0.20
O  5.063  -0.674  -1.149  -0.12
C  4.999  -1.636  -2.173  -0.07
C  4.000  0.940  0.257  -0.19
O  5.101  1.288  0.963  -0.06
C  6.370  0.718  0.718  -0.06
C  2.853  1.622  0.638  0.07
C  1.626  1.385  0.031  -0.19
N  0.498  2.062  0.398  0.19
C  -0.752  1.880  -0.133  -0.41
O  -1.687  2.560  0.276  0.04
H  -6.322  1.603  0.101  0.05
H  -5.411  3.090  0.467  0.08
H  -5.419  1.729  1.614  0.08
H  -3.395  1.997  0.004  0.08
H  -3.675  -2.129  -1.690  0.09
H  -1.939  -1.782  -1.892  0.12
H  -3.418  -2.335  0.709  0.07
H  -2.313  -3.434  -0.129  0.12
H  -2.563  -0.311  1.834  0.12
H  -0.678  0.668  3.073  0.11
H  1.587  -0.274  2.832  0.11
H  3.127  -1.643  1.513  0.07
H  2.511  -2.807  0.327  0.07
H  2.458  -3.185  2.047  0.09
H  0.086  -3.140  0.057  0.12
H  -2.055  0.242  -2.824  0.13
H  -2.711  1.619  -1.919  0.13
H  0.195  -0.513  -2.390  0.13
H  2.604  -0.973  -2.179  0.12
H  6.015  -2.016  -2.276  0.10
H  4.681  -1.195  -3.122  0.10
H  4.331  -2.461  -1.910  0.09
H  6.370  -0.360  0.893  0.10
H  6.715  0.920  -0.297  0.10
H  7.035  1.202  1.432  0.10
H  2.944  2.346  1.432  0.13
H  0.566  2.747  1.142  0.17

Computed properties:
gap between HOMO and LUMO	7.7	eV
2S+1	1
energy above the lowest of the compared OMol25 structures with the same formula, charge and spin	1.010	eV
E_tot	-45738.22456	eV
lowest unoccupied orbital energy	0.09	eV
structure (SMILES)	CNC(=S)N(CCc1cccc(C)c1)Cc1cc2cc(OC)c(OC)cc2[nH]c1=O
total charge	0

=====

The following is a DFT calculation (ωB97M-V with the def2-TZVPD basis set) of C23H27N6NdOS2 as an isolated structure in a non-equilibrium geometry.

Last column: Löwdin charge in e.
Atoms and positions in Å:
Nd  -0.231  -0.807  0.858  1.66
C  3.132  -0.125  0.027  -0.16
N  2.062  -0.206  1.029  -0.16
C  2.341  0.088  2.270  -0.09
C  1.362  0.200  3.283  -0.35
C  1.550  0.375  4.653  -0.01
C  0.284  0.341  5.239  -0.05
C  -0.624  0.130  4.208  -0.13
N  -0.002  0.050  3.010  -0.17
C  2.900  1.052  -0.892  -0.22
C  1.709  1.149  -1.606  -0.10
C  1.443  2.223  -2.441  -0.08
C  2.391  3.234  -2.570  -0.06
C  3.584  3.148  -1.870  -0.05
C  3.839  2.063  -1.037  -0.02
H  3.150  -1.050  -0.555  0.12
H  4.103  -0.044  0.519  0.12
H  3.377  0.267  2.561  0.15
H  2.499  0.516  5.150  0.12
H  0.043  0.450  6.284  0.11
H  -1.699  0.045  4.280  0.11
H  0.960  0.364  -1.517  0.08
H  0.520  2.264  -3.008  0.11
H  2.202  4.074  -3.225  0.11
H  4.327  3.929  -1.973  0.12
H  4.779  2.005  -0.501  0.12
C  -1.214  4.992  1.046  0.02
C  -2.133  3.844  0.863  -0.30
N  -3.426  3.889  0.808  0.17
N  -3.806  2.584  0.640  0.06
C  -2.793  1.734  0.589  -0.73
S  -2.866  0.037  0.382  0.57
N  -1.709  2.532  0.720  -0.08
N  -0.402  2.041  0.728  0.08
H  -1.807  5.897  1.146  0.10
H  -0.547  5.103  0.190  0.09
H  -0.609  4.869  1.946  0.10
H  -4.784  2.347  0.574  0.18
H  0.010  2.227  1.639  0.11
H  0.143  2.500  0.000  0.10
C  -2.802  -2.473  -4.400  -0.02
C  -1.972  -2.808  -3.195  -0.22
C  -2.549  -2.895  -1.922  -0.02
C  -1.783  -3.206  -0.815  -0.13
C  -0.412  -3.432  -0.979  -0.48
C  0.185  -3.356  -2.234  -0.06
C  -0.603  -3.039  -3.330  0.00
S  0.575  -3.920  0.399  1.02
C  -0.174  -5.435  0.926  -0.19
O  0.150  -2.887  1.489  -0.69
H  -3.866  -2.477  -4.170  0.09
H  -2.619  -3.186  -5.203  0.10
H  -2.539  -1.484  -4.780  0.10
H  -3.611  -2.720  -1.803  0.13
H  -2.248  -3.296  0.161  0.12
H  1.244  -3.550  -2.355  0.12
H  -0.147  -2.982  -4.311  0.14
H  -1.244  -5.296  1.062  0.07
H  0.315  -5.713  1.859  0.08
H  0.040  -6.175  0.153  0.09

Computed properties:
gap between HOMO and LUMO (spin up / spin down)	7.5 / 7.6	eV
2S+1	4
energy above the lowest of the compared OMol25 structures with the same formula, charge and spin	0.000	eV
E_tot	-72212.99215	eV
lowest unoccupied orbital energy (spin up / spin down)	-5.90 / -5.85	eV
total charge	+2

=====

The following is a DFT calculation (ωB97M-V with the def2-TZVPD basis set) of C23H27OSiV as an isolated structure in a non-equilibrium geometry.

Last column: Löwdin charge in e.
Atoms and positions in Å:
C  0.699  -1.609  1.933  -0.24
C  1.261  -0.334  2.190  -0.11
C  0.202  0.593  2.276  -0.15
H  2.309  -0.111  2.301  0.13
C  -1.004  -0.105  2.065  -0.17
C  -0.706  -1.466  1.852  -0.10
H  -1.416  -2.255  1.668  0.12
H  1.248  -2.528  1.824  0.09
H  0.297  1.651  2.442  0.10
H  -1.984  0.343  2.016  0.10
C  1.610  0.023  -1.861  -0.12
C  2.121  -1.086  -1.167  -0.15
C  1.118  -2.085  -1.136  -0.20
H  3.094  -1.154  -0.710  0.13
C  -0.019  -1.592  -1.817  -0.11
C  0.291  -0.283  -2.257  -0.17
H  -0.377  0.390  -2.769  0.10
H  2.111  0.962  -2.019  0.11
H  1.207  -3.055  -0.680  0.14
H  -0.939  -2.126  -1.985  0.11
V  0.272  -0.290  0.080  0.83
O  -2.214  2.790  -0.527  -0.06
C  -1.913  3.951  0.241  -0.10
C  -3.304  3.577  -0.036  -0.25
H  -1.488  3.766  1.222  0.11
H  -1.476  4.776  -0.314  0.12
H  -3.856  3.105  0.772  0.15
H  -5.728  4.649  0.374  0.11
C  -5.371  4.816  -0.635  -0.04
C  -4.135  4.306  -1.021  -0.18
C  -3.695  4.513  -2.326  -0.03
H  -2.749  4.090  -2.634  0.12
C  -4.475  5.225  -3.222  -0.08
H  -4.126  5.374  -4.236  0.10
C  -5.702  5.742  -2.828  -0.09
H  -6.310  6.296  -3.530  0.10
C  -6.149  5.534  -1.531  -0.09
H  -7.108  5.924  -1.218  0.10
C  5.424  -3.433  0.523  -0.20
Si  3.740  -3.991  1.102  0.41
C  3.254  -5.553  0.206  -0.20
C  3.780  -4.307  2.941  -0.21
C  2.487  -2.653  0.733  -0.13
C  1.613  -1.720  0.475  -0.41
H  6.170  -4.225  0.740  0.03
H  5.707  -2.501  1.054  0.03
H  5.393  -3.242  -0.569  0.03
H  3.996  -6.349  0.422  0.04
H  2.251  -5.878  0.549  0.03
H  3.227  -5.359  -0.886  0.04
H  4.064  -3.374  3.469  0.03
H  2.776  -4.633  3.280  0.03
H  4.523  -5.100  3.163  0.03

Computed properties:
gap between HOMO and LUMO (spin up / spin down)	7.0 / 6.2	eV
2S+1	3
energy above the lowest of the compared OMol25 structures with the same formula, charge and spin	4.436	eV
E_tot	-59890.63594	eV
lowest unoccupied orbital energy (spin up / spin down)	0.65 / 0.05	eV
total charge	0